C16H47ClN15O24 | wB97M-V/def2-TZVPD

Its frontier orbital gap is 8.971 eV. For the HOMO energy, the calculation gives -12.593 eV. The charge is +1.

Each line ends with the Mulliken charge.
CARTESIAN COORDINATES (ANGSTROEM)
1 C 4.19 0.73 -0.18  -0.96
2 C 3.00 0.35 -1.05  0.28
3 Cl 2.33 1.76 -1.92  -0.22
4 C 1.92 -0.26 -0.20  -0.97
5 N 0.85 -0.96 -0.98  -0.23
6 C -0.11 -0.19 -1.62  0.33
7 N -0.53 -0.56 -2.87  -0.38
8 N -0.66 0.86 -1.09  0.27
9 H 4.43 1.77 -0.31  0.23
10 H 5.05 0.13 -0.44  0.32
11 H 3.94 0.57 0.87  0.18
12 H 3.30 -0.36 -1.81  0.56
13 H 2.39 -1.03 0.40  0.57
14 H 1.52 0.46 0.50  0.23
15 H 0.33 -1.51 -0.29  0.24
16 H 0.15 -1.20 -3.27  0.31
17 H -1.42 -1.05 -2.81  0.13
18 H -1.32 1.42 -1.62  0.14
19 H -0.43 1.16 -0.16  0.06
20 C 1.62 -1.61 3.90  -0.91
21 N 1.83 -0.31 3.20  0.90
22 O 0.86 0.30 2.80  -0.44
23 O 2.98 0.07 3.05  -0.56
24 H 0.55 -1.80 3.92  0.32
25 H 2.15 -2.37 3.33  0.31
26 H 2.04 -1.53 4.89  0.35
27 C -3.34 0.58 -4.38  -0.49
28 N -4.39 -0.47 -4.49  1.01
29 O -4.49 -1.25 -3.56  -0.50
30 O -5.06 -0.50 -5.50  -0.55
31 H -2.86 0.46 -3.42  -0.05
32 H -2.65 0.43 -5.20  0.30
33 H -3.82 1.55 -4.47  0.32
34 C -2.84 -2.78 -0.56  -0.45
35 N -2.16 -3.07 0.73  1.01
36 O -1.23 -2.33 1.09  -0.60
37 O -2.56 -4.00 1.38  -0.51
38 H -2.36 -1.91 -0.99  -0.15
39 H -2.75 -3.66 -1.19  0.42
40 H -3.89 -2.60 -0.36  0.35
41 C 4.65 -2.43 7.83  -0.77
42 N 3.25 -2.72 7.41  0.90
43 O 3.03 -2.93 6.23  -0.55
44 O 2.41 -2.74 8.28  -0.49
45 H 5.28 -2.45 6.94  0.32
46 H 4.65 -1.46 8.31  0.30
47 H 4.93 -3.20 8.54  0.30
48 C -4.34 4.43 -1.78  -0.65
49 N -3.34 3.71 -2.62  0.81
50 O -2.81 2.70 -2.19  -0.61
51 O -3.10 4.18 -3.71  -0.57
52 H -4.43 3.89 -0.84  0.31
53 H -3.96 5.44 -1.64  0.22
54 H -5.26 4.45 -2.34  0.30
55 C 1.08 -5.54 7.59  -0.54
56 N 2.09 -6.62 7.69  0.90
57 O 1.73 -7.77 7.55  -0.54
58 O 3.24 -6.26 7.90  -0.54
59 H 0.11 -5.97 7.39  0.32
60 H 1.10 -4.99 8.53  0.28
61 H 1.41 -4.88 6.79  0.11
62 C -6.80 -4.50 -3.86  -0.66
63 N -6.09 -4.95 -2.63  0.94
64 O -5.09 -4.34 -2.29  -0.50
65 O -6.56 -5.89 -2.04  -0.54
66 H -6.27 -3.65 -4.26  0.13
67 H -6.82 -5.33 -4.55  0.31
68 H -7.81 -4.23 -3.56  0.32
69 C 4.54 4.04 2.03  -0.63
70 N 5.95 4.35 2.39  0.91
71 O 6.75 4.44 1.47  -0.53
72 O 6.21 4.46 3.56  -0.53
73 H 4.48 3.97 0.95  0.26
74 H 4.30 3.09 2.51  0.19
75 H 3.91 4.83 2.42  0.32
76 C -1.67 1.71 3.00  -0.06
77 N -2.96 2.36 2.65  0.95
78 O -3.18 2.52 1.46  -0.54
79 O -3.70 2.66 3.55  -0.55
80 H -1.17 1.53 2.06  -0.39
81 H -1.10 2.38 3.63  0.30
82 H -1.88 0.79 3.53  0.32
83 C 8.01 3.19 -1.00  -0.65
84 N 8.57 2.38 -2.12  0.91
85 O 8.18 1.23 -2.23  -0.54
86 O 9.37 2.92 -2.85  -0.53
87 H 7.33 2.56 -0.45  0.21
88 H 8.83 3.53 -0.38  0.31
89 H 7.51 4.05 -1.44  0.29
90 C -3.03 -3.54 -6.15  -0.60
91 N -4.10 -4.57 -6.20  0.91
92 O -4.18 -5.34 -5.27  -0.51
93 O -4.82 -4.56 -7.18  -0.52
94 H -2.49 -3.67 -5.22  0.25
95 H -2.38 -3.69 -7.01  0.34
96 H -3.51 -2.57 -6.21  0.13
97 C -2.32 7.34 -4.21  -0.38
98 N -2.45 8.09 -2.93  0.91
99 O -2.92 7.49 -1.97  -0.57
100 O -2.07 9.24 -2.90  -0.53
101 H -2.70 6.35 -4.03  0.05
102 H -2.89 7.88 -4.96  0.28
103 H -1.27 7.33 -4.47  0.27


C61H50F4O2P2Pd | wB97M-V/def2-TZVPD

Its frontier orbital gap is 2.069 eV. For the HOMO energy, the calculation gives -5.091 eV. The charge is 0.

Each line ends with the Mulliken charge.
CARTESIAN COORDINATES (ANGSTROEM)
1 C -6.01 -4.72 -4.39  -1.15
2 C -4.77 -4.70 -5.24  -0.24
3 O -3.65 -4.27 -4.43  -0.22
4 C -2.50 -4.33 -5.17  0.33
5 C -1.34 -3.97 -4.38  -0.06
6 C -0.11 -4.61 -4.59  0.67
7 C 0.21 -5.22 -5.86  -0.42
8 C 1.42 -5.86 -6.07  -0.61
9 C 2.37 -5.94 -5.05  -0.34
10 C 2.07 -5.42 -3.77  -0.65
11 C 0.87 -4.76 -3.54  -0.25
12 O -2.55 -4.68 -6.36  -0.71
13 H -6.85 -4.92 -5.05  0.40
14 H -5.98 -5.53 -3.65  0.29
15 H -6.18 -3.75 -3.90  0.23
16 H -4.60 -5.72 -5.65  0.31
17 H -4.88 -3.99 -6.08  0.30
18 H -1.52 -3.41 -3.47  -0.16
19 H -0.54 -5.16 -6.64  0.50
20 H 1.62 -6.27 -7.06  0.37
21 H 3.35 -6.36 -5.25  0.36
22 H 2.81 -5.50 -2.97  0.37
23 H 0.62 -4.35 -2.56  0.33
24 F 6.08 -0.57 -0.49  -0.40
25 C 4.81 -0.97 -0.10  0.22
26 C 4.70 -1.93 0.90  -0.98
27 C 3.41 -2.24 1.31  0.41
28 F 3.25 -3.09 2.38  -0.39
29 C 2.27 -1.71 0.71  0.01
30 C 2.40 -0.72 -0.30  2.00
31 C 1.18 -0.13 -0.94  0.57
32 C 1.29 0.50 -2.26  -0.24
33 C 0.43 0.42 -3.33  -1.78
34 C -0.98 0.09 -3.26  0.33
35 C -1.92 0.97 -3.85  -0.82
36 C -3.27 0.68 -3.75  0.34
37 F -4.19 1.56 -4.27  -0.42
38 C -3.77 -0.47 -3.13  -0.58
39 C -2.84 -1.29 -2.50  0.96
40 F -3.29 -2.40 -1.80  -0.56
41 C -1.47 -1.05 -2.57  -0.47
42 Pd 0.69 1.19 0.78  0.43
43 P 1.95 2.71 1.86  1.39
44 C 3.32 3.11 0.73  0.68
45 C 3.04 3.88 -0.41  -0.29
46 C 4.05 4.14 -1.34  -0.75
47 C 5.33 3.62 -1.14  -0.55
48 C 5.60 2.84 -0.02  -0.52
49 C 4.60 2.58 0.92  -0.55
50 C 1.20 4.33 2.24  -0.39
51 C 2.00 5.48 2.31  -0.44
52 C 1.42 6.72 2.60  -0.65
53 C 0.04 6.81 2.82  -0.67
54 C -0.75 5.66 2.77  -0.96
55 C -0.17 4.42 2.49  -0.22
56 C 2.68 2.12 3.42  0.54
57 C 2.83 2.96 4.54  -0.49
58 C 3.38 2.46 5.72  -0.65
59 C 3.77 1.12 5.80  -0.72
60 C 3.61 0.28 4.70  -0.41
61 C 3.07 0.78 3.51  -0.63
62 P -1.24 0.56 1.78  1.28
63 C -1.32 -1.25 1.90  0.73
64 C -1.07 -1.95 3.10  -0.96
65 C -0.91 -3.34 3.07  -0.74
66 C -1.05 -4.05 1.88  -0.98
67 C -1.39 -3.37 0.70  -0.37
68 C -1.53 -1.98 0.72  0.39
69 C -1.54 1.22 3.44  0.30
70 C -2.72 1.92 3.76  -0.32
71 C -2.80 2.64 4.95  -0.66
72 C -1.73 2.65 5.85  -0.78
73 C -0.60 1.88 5.58  -0.89
74 C -0.51 1.15 4.39  -0.04
75 C -2.69 1.04 0.80  0.62
76 C -3.84 0.24 0.73  -0.22
77 C -4.94 0.66 -0.02  -0.74
78 C -4.91 1.87 -0.71  -0.61
79 C -3.78 2.68 -0.62  -0.77
80 C -2.68 2.28 0.14  -0.59
81 C 3.71 -0.38 -0.72  -0.49
82 H 5.57 -2.38 1.36  0.51
83 H 1.27 -2.03 1.01  0.03
84 H 0.28 -0.76 -0.85  -1.56
85 H 2.17 1.14 -2.40  0.35
86 H 0.75 0.85 -4.29  0.45
87 H -1.57 1.90 -4.32  0.50
88 H -4.83 -0.70 -3.11  0.61
89 H -0.75 -1.74 -2.11  1.07
90 H 2.03 4.26 -0.57  0.45
91 H 3.83 4.76 -2.21  0.42
92 H 6.13 3.84 -1.85  0.37
93 H 6.60 2.43 0.14  0.43
94 H 4.82 1.98 1.80  0.36
95 H 3.08 5.41 2.13  0.48
96 H 2.05 7.60 2.66  0.41
97 H -0.41 7.77 3.06  0.38
98 H -1.82 5.71 2.96  0.45
99 H -0.78 3.50 2.47  0.58
100 H 2.52 4.01 4.47  0.34
101 H 3.51 3.13 6.57  0.40
102 H 4.21 0.74 6.72  0.38
103 H 3.92 -0.77 4.74  0.48
104 H 2.94 0.12 2.65  0.13
105 H -1.00 -1.40 4.04  0.43
106 H -0.68 -3.87 4.00  0.41
107 H -0.91 -5.13 1.86  0.40
108 H -1.55 -3.92 -0.23  0.54
109 H -1.82 -1.45 -0.20  -0.44
110 H -3.57 1.89 3.08  0.38
111 H -3.70 3.22 5.16  0.43
112 H -1.79 3.24 6.77  0.39
113 H 0.23 1.84 6.29  0.42
114 H 0.38 0.54 4.20  0.51
115 H -3.88 -0.72 1.24  0.45
116 H -5.83 0.02 -0.08  0.42
117 H -5.76 2.18 -1.32  0.38
118 H -3.75 3.64 -1.14  0.40
119 H -1.80 2.92 0.19  0.31
120 H 3.85 0.37 -1.50  0.38


C12H16BrN | wB97M-V/def2-TZVPD

The energy above the lowest of the compared OMol25 structures with the same formula, charge and spin is 0.0 kcal/mol. Its frontier orbital gap is 9.219 eV. For the HOMO energy, the calculation gives -8.646 eV. The charge is 0. The structure (SMILES) is CC1(C)c2ccccc2C(C)(C)N1Br.

Each line ends with the Mulliken charge.
CARTESIAN COORDINATES (ANGSTROEM)
1 C -0.96 2.32 -1.13  -1.59
2 C -0.79 1.21 -0.07  1.36
3 C -1.13 1.72 1.36  -1.41
4 C 0.66 0.63 -0.03  0.42
5 C 1.76 1.44 -0.05  -0.31
6 C 3.00 0.82 0.09  -0.84
7 C 3.10 -0.56 -0.17  -0.72
8 C 1.99 -1.30 -0.31  -0.86
9 C 0.71 -0.67 -0.08  -0.53
10 C -0.61 -1.34 -0.04  2.22
11 C -1.03 -1.79 1.37  -1.69
12 C -0.82 -2.31 -1.14  -1.80
13 N -1.53 0.00 -0.55  -0.54
14 Br -3.39 0.00 -0.08  -0.09
15 H -2.03 2.57 -1.33  0.35
16 H -0.53 1.86 -2.04  0.35
17 H -0.38 3.11 -0.71  0.46
18 H -1.75 0.89 1.81  0.33
19 H -1.77 2.58 1.24  0.42
20 H -0.15 1.91 1.80  0.36
21 H 1.75 2.55 0.02  0.26
22 H 3.84 1.44 0.17  0.46
23 H 3.99 -1.05 -0.01  0.45
24 H 1.97 -2.25 -0.76  0.45
25 H -0.65 -2.73 1.66  0.42
26 H -2.10 -2.02 1.32  0.38
27 H -0.55 -1.16 2.04  0.53
28 H -0.43 -3.35 -0.77  0.33
29 H -0.35 -2.17 -2.08  0.42
30 H -1.81 -2.35 -1.54  0.40


- Which value of charge does entry 3 give?
  0